{"formula": "H58O29", "method": "the ωB97M-V functional and the def2-TZVPD basis", "orbital_gap_ev": 10.6, "relative_energy_kj_mol": 61.3, "lumo_energy_ev": 0.084, "species": ["O", "H", "H", "O", "H", "H", "O", "H", "H", "O", "H", "H", "O", "H", "H", "O", "H", "H", "O", "H", "H", "O", "H", "H", "O", "H", "H", "O", "H", "H", "O", "H", "H", "O", "H", "H", "O", "H", "H", "O", "H", "H", "O", "H", "H", "O", "H", "H", "O", "H", "H", "O", "H", "H", "O", "H", "H", "O", "H", "H", "O", "H", "H", "O", "H", "H", "O", "H", "H", "O", "H", "H", "O", "H", "H", "O", "H", "H", "O", "H", "H", "O", "H", "H", "O", "H", "H"], "coordinates": [[1.329, -4.367, -0.233], [1.709, -5.233, -0.126], [1.644, -3.758, 0.501], [4.033, 2.540, 2.731], [3.311, 3.117, 2.866], [4.349, 2.803, 1.864], [1.883, -2.313, 1.581], [2.593, -1.680, 1.547], [1.341, -2.084, 2.370], [-2.446, -3.635, 3.694], [-2.152, -4.325, 4.290], [-2.316, -3.887, 2.759], [-4.499, 1.500, 0.352], [-4.607, 0.598, 0.680], [-5.365, 1.932, 0.527], [-2.286, -0.389, 2.157], [-2.243, -0.052, 1.253], [-3.156, -0.410, 2.610], [-4.425, -1.525, 3.614], [-4.029, -2.392, 3.689], [-5.051, -1.329, 4.343], [-2.718, -2.993, -3.129], [-2.500, -2.065, -2.825], [-3.671, -3.060, -3.097], [0.166, 0.790, -4.976], [0.515, 1.572, -4.569], [-0.152, 1.019, -5.852], [-5.383, -1.273, 1.122], [-5.086, -1.531, 2.009], [-5.410, -2.096, 0.639], [5.213, 0.035, -1.251], [5.915, -0.623, -1.361], [4.583, -0.126, -1.938], [1.452, -0.032, 5.267], [1.662, 0.823, 4.898], [0.998, -0.558, 4.627], [-0.255, 3.798, -0.838], [0.205, 3.920, -1.728], [-0.460, 2.829, -0.779], [1.427, -1.427, -1.316], [1.384, -1.169, -0.384], [1.822, -2.332, -1.290], [-0.341, -1.839, 3.248], [-1.092, -2.484, 3.226], [-0.779, -1.043, 2.903], [-2.868, -3.109, 0.846], [-2.837, -2.150, 0.734], [-2.133, -3.458, 0.275], [-1.299, -4.597, -0.716], [-1.403, -4.139, -1.531], [-0.315, -4.599, -0.584], [2.913, -0.025, -3.015], [2.740, -0.456, -3.866], [2.202, -0.344, -2.397], [3.664, 2.788, -3.046], [3.550, 1.829, -3.173], [3.762, 2.926, -2.062], [1.163, 3.205, -3.736], [2.107, 2.979, -3.634], [1.249, 3.880, -4.405], [3.645, -0.009, 1.333], [4.159, -0.051, 0.477], [3.814, 0.897, 1.731], [-1.772, 1.467, -0.120], [-2.640, 1.940, -0.199], [-1.717, 0.950, -0.978], [3.545, 5.244, -4.765], [4.385, 5.753, -4.727], [3.778, 4.345, -4.419], [1.188, 1.052, 0.793], [1.626, 0.198, 1.151], [0.554, 1.248, 1.541], [0.644, 4.187, 1.676], [0.428, 5.062, 1.993], [0.398, 4.107, 0.736], [-0.579, 1.735, 2.742], [-0.409, 2.603, 2.414], [-1.567, 1.627, 2.511], [-1.130, -0.147, -2.426], [-0.264, -0.475, -2.100], [-0.968, 0.120, -3.385], [3.318, 2.893, 0.101], [2.902, 3.747, 0.076], [2.577, 2.271, 0.296], [-5.311, -3.202, -0.678], [-5.680, -4.035, -0.976], [-4.531, -3.505, -0.158]], "lowdin_charge": [-0.063, 0.058, 0.047, -0.034, 0.019, 0.022, -0.058, 0.002, 0.040, -0.046, 0.071, 0.049, -0.068, -0.001, 0.072, -0.068, 0.029, 0.052, -0.042, 0.027, 0.101, -0.068, 0.044, 0.021, -0.046, -0.019, 0.052, -0.065, -0.013, -0.028, -0.038, 0.062, -0.017, -0.040, 0.022, -0.022, -0.091, 0.069, 0.033, -0.047, 0.032, 0.079, -0.080, 0.017, 0.012, -0.072, 0.036, 0.024, -0.056, 0.006, 0.015, -0.074, 0.072, 0.027, -0.073, 0.028, 0.074, -0.053, -0.010, 0.045, -0.100, 0.046, 0.038, -0.101, 0.053, 0.044, -0.094, 0.051, 0.013, -0.106, 0.048, 0.013, -0.059, 0.047, -0.010, -0.069, -0.014, 0.087, -0.077, 0.028, 0.061, -0.061, 0.040, 0.024, -0.059, 0.057, 0.033]}